ORCA calculation (wB97M-V/def2-TZVPD) on 2 unconnected molecules or ions with the total composition C20H15N4O11S2 in a non-equilibrium geometry.

XYZ file:
```
52
Properties=species:S:1:pos:R:3:lowdin_charge:R:1
C 0.414 -0.395 -1.756 -0.020
O -0.984 0.152 -1.568 -0.218
C -1.748 -0.311 -0.603 -0.536
S -2.758 0.829 0.373 0.672
C -1.581 1.333 1.636 -0.267
C -1.413 0.531 2.769 -0.052
C -0.291 0.732 3.575 -0.081
C 0.636 1.724 3.243 -0.122
C 0.398 2.578 2.161 -0.119
C -0.734 2.408 1.368 -0.059
O -3.101 1.989 -0.419 -0.325
O -3.782 0.054 1.040 -0.331
S -2.269 -2.032 -0.675 0.673
C -3.984 -1.929 -1.210 -0.288
C -4.997 -2.360 -0.354 -0.073
C -6.321 -2.298 -0.789 -0.089
C -6.621 -1.791 -2.056 -0.105
C -5.593 -1.354 -2.899 -0.090
C -4.263 -1.431 -2.484 -0.057
O -1.557 -2.684 -1.763 -0.340
O -2.274 -2.594 0.659 -0.345
H 0.828 0.269 -2.513 0.078
H 0.929 -0.315 -0.794 0.069
H 0.336 -1.423 -2.099 0.062
H -2.144 -0.246 2.992 0.117
H -0.129 0.098 4.448 0.103
H 1.554 1.831 3.820 0.096
H 1.111 3.358 1.897 0.081
H -0.938 3.082 0.536 0.116
H -4.744 -2.739 0.636 0.111
H -7.104 -2.654 -0.121 0.096
H -7.657 -1.733 -2.390 0.091
H -5.810 -0.959 -3.891 0.096
H -3.441 -1.109 -3.126 0.121
O 6.789 -1.794 -1.509 0.083
N 6.314 -0.664 -1.721 -0.314
O 6.629 0.021 -2.720 0.044
C 5.337 -0.062 -0.825 -0.042
C 4.815 1.199 -1.137 0.112
C 3.818 1.792 -0.323 -0.101
N 3.441 3.164 -0.574 -0.304
O 3.907 3.738 -1.582 0.065
O 2.676 3.750 0.226 0.060
C 3.245 1.099 0.769 0.145
C 3.816 -0.116 1.117 -0.086
N 3.705 -0.855 2.305 -0.141
O 3.003 -0.741 3.300 0.103
O 4.662 -1.866 2.227 0.059
N 5.368 -1.799 1.037 0.147
C 4.853 -0.730 0.382 -0.137
H 5.193 1.735 -2.006 0.135
H 2.462 1.521 1.394 0.107
```

Results
**DFT total energy**: -2613.77420 a.u.
**Frontier orbital gap**: 2.62 eV
**Max |F|**: 0.080 Eh/bohr
**Highest occupied orbital energy**: -3.4680 eV
**Net charge**: -1
**Energy relative to the best compared isomer or geometry (same formula, charge and spin)**: 0.0000 eV


ORCA calculation (wB97M-V/def2-TZVPD) on C15H20N2O4 in the gas phase.

XYZ file:
```
41
Properties=species:S:1:pos:R:3:lowdin_charge:R:1
C 3.413 -3.707 -2.621 -0.088
H 4.500 -3.682 -2.556 0.094
O 2.959 -2.689 -1.764 -0.074
C 1.620 -2.480 -1.640 -0.265
C 0.647 -3.216 -2.313 0.031
C -0.693 -2.913 -2.110 -0.263
C -1.068 -1.885 -1.246 0.048
C -0.093 -1.160 -0.581 -0.250
C 1.251 -1.457 -0.778 0.063
H 2.010 -0.894 -0.262 0.126
O -0.348 -0.138 0.288 -0.048
C -1.683 0.248 0.510 -0.153
H -2.259 -0.579 0.951 0.139
H -2.169 0.556 -0.425 0.144
C -1.650 1.434 1.488 -0.336
O -2.950 1.831 1.854 -0.010
H -3.370 1.139 2.375 0.101
C -0.958 2.647 0.839 -0.073
N -0.293 3.461 1.813 -0.051
C 0.988 3.322 2.258 -0.379
N 1.254 4.176 3.211 0.090
C 0.113 4.890 3.411 -0.155
C -0.859 4.460 2.559 -0.071
H -1.877 4.758 2.418 0.111
H 0.072 5.663 4.151 0.088
C 1.943 2.333 1.696 -0.007
H 2.219 2.604 0.676 0.085
H 2.839 2.332 2.309 0.082
H 1.509 1.335 1.678 0.065
H -0.226 2.292 0.112 0.129
H -1.726 3.239 0.334 0.143
H -1.071 1.129 2.373 0.161
H -2.120 -1.694 -1.128 0.115
O -1.728 -3.563 -2.711 -0.076
C -1.444 -4.617 -3.599 -0.087
H -2.411 -4.976 -3.946 0.093
H -0.915 -5.434 -3.098 0.096
H -0.858 -4.274 -4.457 0.096
H 0.930 -4.010 -2.982 0.091
H 3.056 -4.692 -2.302 0.096
H 3.111 -3.527 -3.658 0.096
```

Results
**DFT total energy**: -994.02365 a.u.
**Frontier orbital gap**: 8.79 eV
**Max |F|**: 0.015 Eh/bohr
**Highest occupied orbital energy**: -8.2110 eV
**Energy relative to the best compared isomer or geometry (same formula, charge and spin)**: 2.9591 eV
**SMILES**: COc1cc(OC)cc(OC[C@H](O)Cn2ccnc2C)c1


ORCA calculation (wB97M-V/def2-TZVPD) on a molecular structure, C4H7NO4 in a non-equilibrium geometry.

XYZ file:
```
16
Properties=species:S:1:pos:R:3:lowdin_charge:R:1
C -0.439 0.729 -0.213 -0.251
C -1.419 -0.217 0.382 -0.122
C -1.305 -0.936 1.775 -0.459
C 1.471 0.465 -2.043 -0.258
H 2.581 -0.546 -0.344 0.285
H -0.697 1.515 -1.213 0.193
H 0.011 1.458 0.589 0.151
H -2.574 0.290 0.322 0.181
H -1.537 -1.303 -0.492 0.224
H 0.444 -0.543 1.886 -0.013
H 0.714 0.580 -2.855 0.132
N 0.757 0.009 -0.793 -0.110
O 1.785 0.107 0.463 -0.175
O -0.192 -0.756 2.446 0.170
O -2.246 -1.547 2.428 0.009
O 2.646 0.694 -2.339 0.042
```

Results
**DFT total energy**: -512.08736 a.u.
**Frontier orbital gap**: 10.17 eV
**Max |F|**: 0.158 Eh/bohr
**Highest occupied orbital energy**: -10.3182 eV
**Energy relative to the best compared isomer or geometry (same formula, charge and spin)**: 8.0302 eV


ORCA calculation (wB97M-V/def2-TZVPD) on a molecular structure, C31H26N3O2W in a non-equilibrium geometry.

XYZ file:
```
63
Properties=species:S:1:pos:R:3:lowdin_charge:R:1
W -0.418 0.184 -0.031 1.574
C 1.134 2.121 -0.856 -0.072
C 0.533 3.235 -0.032 -0.210
C 0.875 4.537 -0.368 -0.038
C 0.336 5.603 0.332 -0.053
C -0.598 5.361 1.321 -0.025
C -0.991 4.071 1.671 -0.187
C -2.124 3.914 2.647 -0.031
C -0.360 3.004 1.024 -0.168
N -0.694 1.631 1.320 -0.067
C -0.876 1.171 2.643 -0.422
O -0.578 1.739 3.655 0.143
C -1.538 -0.193 2.640 -0.149
C -2.190 -0.801 3.693 0.052
C -2.856 -1.999 3.437 0.005
C -2.890 -2.540 2.154 0.052
C -2.202 -1.878 1.158 -0.139
N -1.536 -0.765 1.442 -0.013
C -2.201 -2.180 -0.326 -0.405
O -2.744 -3.135 -0.808 0.148
N -1.516 -1.167 -0.990 -0.105
C -1.406 -1.036 -2.413 -0.199
C -0.712 -1.991 -3.164 -0.187
C -0.118 -3.217 -2.534 -0.018
C -0.570 -1.755 -4.526 -0.020
C -1.073 -0.603 -5.111 -0.041
C -1.729 0.344 -4.343 -0.033
C -1.910 0.145 -2.979 -0.217
C -2.651 1.185 -2.177 -0.035
H 1.519 2.516 -1.798 0.113
H 0.379 1.431 -1.352 0.034
H 1.932 1.551 -0.380 0.082
H 1.567 4.713 -1.182 0.118
H 0.612 6.617 0.077 0.114
H -1.070 6.194 1.826 0.122
H -2.777 4.783 2.581 0.088
H -1.772 3.823 3.672 0.088
H -2.731 3.035 2.424 0.082
H -2.187 -0.330 4.666 0.136
H -3.383 -2.497 4.240 0.124
H -3.442 -3.438 1.914 0.136
H 0.386 -2.981 -1.593 0.071
H 0.613 -3.666 -3.204 0.087
H -0.887 -3.957 -2.314 0.088
H -0.042 -2.478 -5.134 0.121
H -0.940 -0.437 -6.172 0.116
H -2.110 1.247 -4.805 0.121
H -2.450 2.187 -2.554 0.093
H -2.398 1.198 -1.103 0.036
H -3.730 1.022 -2.192 0.102
C 1.275 -0.794 0.376 -0.175
C 2.291 -1.430 0.612 -0.067
C 3.479 -2.180 0.880 -0.259
C 4.102 -2.877 -0.157 -0.033
C 5.248 -3.609 0.103 -0.069
C 5.777 -3.638 1.387 -0.069
C 5.160 -2.941 2.418 -0.068
C 4.009 -2.213 2.171 -0.030
H 3.684 -2.842 -1.154 0.114
H 5.728 -4.153 -0.699 0.109
H 6.675 -4.207 1.585 0.109
H 5.572 -2.966 3.417 0.109
H 3.518 -1.669 2.967 0.117
```

Results
**DFT total energy**: -1578.48179 a.u.
**Frontier orbital gap (spin up / spin down)**: 5.63 / 5.64 eV
**Max |F|**: 0.026 Eh/bohr
**Highest occupied orbital energy (spin up / spin down)**: -10.4562 / -10.4481 eV
**Net charge**: +1


ORCA calculation (wB97M-V/def2-TZVPD) on 2 unconnected molecules or ions with the total composition C10H17BrN in a non-equilibrium geometry.

XYZ file:
```
29
Properties=species:S:1:pos:R:3:lowdin_charge:R:1
C 2.387 -1.052 -3.512 -0.050
C 1.820 0.347 -3.394 -0.173
C 2.329 -1.808 -2.377 -0.081
C 1.515 0.763 -1.985 -0.132
C 1.578 -1.553 -1.085 -0.415
C 1.238 -0.126 -1.078 -0.559
C 2.587 -1.952 0.008 -0.083
C -1.851 -0.848 3.383 0.010
C -3.864 0.571 2.618 -0.001
C -2.742 -0.345 2.263 -0.363
N -2.351 -0.463 1.082 0.200
Br 0.570 0.508 0.677 0.763
H 2.999 -1.356 -4.432 0.136
H 0.874 0.523 -3.878 0.118
H 2.960 -2.703 -2.351 0.114
H 1.279 1.813 -1.935 0.114
H 0.718 -2.230 -0.963 0.141
H 3.499 -1.527 -0.342 0.084
H 2.680 -3.004 0.029 0.064
H 2.176 -1.696 1.057 0.077
H -1.864 -1.953 3.260 0.108
H -0.770 -0.443 2.974 0.110
H -2.165 -0.562 4.408 0.105
H -4.391 1.004 1.654 0.141
H -3.654 1.484 3.166 0.102
H -4.431 0.132 3.472 0.119
H 2.654 0.982 -3.687 0.121
H -2.861 0.109 0.412 0.159
H -1.558 -1.012 0.875 0.069
```

Results
**DFT total energy**: -3019.67199 a.u.
**Frontier orbital gap**: 7.94 eV
**Max |F|**: 0.095 Eh/bohr
**Highest occupied orbital energy**: -11.8660 eV
**Net charge**: +1
**Energy relative to the best compared isomer or geometry (same formula, charge and spin)**: 0.0000 eV


ORCA calculation (wB97M-V/def2-TZVPD) on a gas-phase ion, C9H12N3 (charge +1) in a non-equilibrium geometry.

XYZ file:
```
24
Properties=species:S:1:pos:R:3:lowdin_charge:R:1
C -3.170 -0.415 0.550 -0.039
C -2.453 0.825 0.946 -0.094
C -2.647 -1.117 -0.553 -0.084
C -1.256 1.198 0.490 -0.069
C -1.398 -0.736 -1.136 -0.024
C -0.650 0.386 -0.525 -0.305
C 1.360 1.686 -0.563 -0.134
C 2.551 1.372 0.018 0.015
C 1.813 -0.954 -0.248 -0.123
N 0.562 0.704 -1.042 0.046
N 1.015 -1.750 0.513 0.189
N 2.806 -0.119 0.317 0.113
H -4.103 -0.643 0.958 0.077
H -3.089 1.550 1.576 0.136
H -3.200 -1.984 -0.996 0.121
H -0.841 2.242 0.910 0.163
H -1.159 -1.276 -2.013 0.093
H 0.949 2.627 -0.790 0.127
H 3.385 1.959 0.296 0.099
H 1.956 -1.262 -1.273 0.160
H 0.211 -2.079 -0.040 0.117
H 0.774 -1.602 1.400 0.070
H 3.616 -0.492 -0.100 0.164
H 2.969 -0.119 1.306 0.181
```

Results
**DFT total energy**: -514.01441 a.u.
**Frontier orbital gap (spin up / spin down)**: 7.25 / 7.26 eV
**Max |F|**: 0.111 Eh/bohr
**Highest occupied orbital energy (spin up / spin down)**: -11.2651 / -11.2671 eV
**Net charge**: +1
**Energy relative to the best compared isomer or geometry (same formula, charge and spin)**: 4.4001 eV